# C36H63N9

A 9-piece molecular cluster, C36H63N9 overall in a non-equilibrium geometry (ωB97M-V with the def2-TZVPD basis set, OMol25).

Results
- net charge = +1
- energy relative to the best compared isomer or geometry (same formula, charge and spin) (eV) = 3.172
- gap between HOMO and LUMO (spin up / spin down) (eV) = 8.79 / 1.47
- F_max (Eh/bohr) = 0.0842
- HOMO (spin up / spin down) (eV) = -12.70 / -12.70
- 2S+1 = 2
- calculated total energy (eV) = -51748.5415

CARTESIAN COORDINATES (ANGSTROEM)
C 4.922 -3.298 2.491
C 5.797 -3.726 1.170
C 5.912 -5.286 1.003
C 4.782 -6.020 1.493
N 3.824 -6.602 1.847
H 5.386 -3.739 3.374
H 3.888 -3.613 2.352
H 4.825 -2.235 2.715
H 6.796 -3.309 1.038
H 5.368 -3.446 0.207
H 6.705 -5.514 1.714
H 6.217 -5.610 0.007
C -2.505 1.955 -4.069
C -2.766 2.829 -2.844
C -3.083 4.282 -3.296
C -2.117 4.980 -4.196
N -1.369 5.496 -4.871
H -1.645 2.293 -4.647
H -3.254 2.136 -4.840
H -2.389 0.920 -3.748
H -2.037 2.720 -2.040
H -3.683 2.522 -2.342
H -3.236 4.901 -2.412
H -4.032 4.241 -3.831
C -1.592 -1.474 6.876
C -1.438 -1.927 5.413
C -0.837 -3.365 5.304
C -0.715 -3.771 3.919
N -0.646 -4.080 2.790
H -1.966 -0.457 6.997
H -0.688 -1.377 7.477
H -2.281 -2.087 7.457
H -0.796 -1.224 4.883
H -2.363 -1.734 4.871
H -1.431 -4.054 5.905
H 0.194 -3.347 5.656
C -0.435 6.371 0.171
C -0.737 5.249 -0.817
C 0.130 4.000 -0.617
C 0.511 3.677 0.747
N 0.784 3.399 1.806
H -1.244 7.096 0.080
H 0.398 6.986 -0.168
H -0.354 6.009 1.197
H -0.621 5.621 -1.834
H -1.756 4.926 -0.605
H 0.998 4.111 -1.265
H -0.368 3.073 -0.900
C 1.225 -1.351 1.041
C 1.129 -1.431 -0.453
C -0.336 -1.191 -0.988
C -1.048 0.054 -0.577
N -1.637 0.978 -0.208
H 0.377 -1.888 1.466
H 1.415 -0.310 1.301
H 2.054 -1.926 1.453
H 1.620 -2.340 -0.802
H 1.730 -0.594 -0.808
H -0.951 -2.072 -0.801
H -0.400 -1.098 -2.072
C -3.550 3.321 1.818
C -4.725 4.314 1.788
C -5.807 4.115 2.792
C -6.689 5.295 2.952
N -7.375 6.215 3.077
H -3.645 2.539 1.065
H -3.497 2.845 2.797
H -2.573 3.739 1.574
H -5.165 4.289 0.790
H -4.319 5.322 1.695
H -5.452 3.993 3.815
H -6.399 3.286 2.405
C 2.486 -0.156 4.927
C 1.419 0.888 4.749
C 1.500 2.049 5.838
C 1.341 1.610 7.287
N 1.073 1.221 8.369
H 2.356 -0.840 5.766
H 3.499 0.231 5.039
H 2.474 -0.772 4.027
H 0.378 0.570 4.798
H 1.499 1.490 3.844
H 0.619 2.677 5.706
H 2.400 2.652 5.724
C -0.747 -1.010 -4.994
C 0.138 -0.369 -6.081
C -0.168 -1.079 -7.469
C -1.544 -1.056 -8.001
N -2.603 -0.968 -8.440
H -0.650 -2.092 -4.909
H -1.744 -0.651 -5.251
H -0.700 -0.470 -4.049
H 1.188 -0.430 -5.796
H -0.087 0.687 -5.933
H 0.151 -2.120 -7.419
H 0.424 -0.591 -8.243
C 2.517 -4.875 -3.172
C 2.295 -5.248 -4.667
C 1.693 -4.044 -5.332
C 1.175 -4.370 -6.707
N 0.736 -4.619 -7.747
H 2.924 -5.794 -2.751
H 1.613 -4.700 -2.589
H 3.263 -4.095 -3.021
H 1.624 -6.104 -4.734
H 3.230 -5.475 -5.179
H 2.389 -3.207 -5.386
H 0.805 -3.544 -4.944